Record 1
Below is 7 unconnected molecules or ions with the total composition C6H24BrN12O6 at a distorted geometry, with properties calculated with ωB97M-V/def2-TZVPD.

Last column: Löwdin spin population.
Atoms and positions in Å:
1 Br -14.88 4.16 18.33  0.718
2 C -16.45 7.01 15.82  0.013
3 O -17.23 6.08 15.61  0.143
4 N -15.60 7.09 16.74  0.012
5 N -16.40 7.94 15.07  0.006
6 H -15.48 6.25 17.28  0.009
7 H -14.95 7.86 16.67  -0.001
8 H -16.93 7.80 14.22  0.000
9 H -15.85 8.75 15.30  0.000
10 C -11.13 5.52 18.57  0.000
11 O -10.05 5.99 18.48  0.000
12 N -12.18 6.28 18.64  0.001
13 N -11.28 4.23 18.76  0.003
14 H -13.12 5.92 18.70  0.002
15 H -12.01 7.27 18.48  0.000
16 H -10.53 3.55 18.79  0.000
17 H -12.23 3.88 18.86  0.007
18 C -15.28 0.49 20.03  0.001
19 O -15.40 -0.72 20.13  0.003
20 N -16.27 1.33 20.16  0.003
21 N -14.05 1.04 20.06  0.015
22 H -16.12 2.19 19.66  0.001
23 H -17.25 1.10 20.21  0.000
24 H -13.87 2.03 20.11  0.006
25 H -13.31 0.36 20.08  0.000
26 C -13.80 3.96 22.89  0.001
27 O -14.76 3.22 23.00  0.001
28 N -13.09 4.49 23.77  0.001
29 N -13.54 4.64 21.79  0.011
30 H -12.45 5.25 23.63  0.000
31 H -13.39 4.17 24.68  0.000
32 H -14.19 4.47 21.04  0.014
33 H -12.73 5.24 21.69  0.000
34 C -18.75 2.39 17.78  0.001
35 O -18.07 2.21 16.79  0.009
36 N -19.92 1.87 17.90  0.000
37 N -18.39 3.03 18.80  0.000
38 H -20.31 1.84 18.83  0.000
39 H -20.17 1.16 17.23  0.000
40 H -19.14 3.24 19.44  0.000
41 H -17.47 3.43 18.70  0.000
42 C -13.48 4.95 14.38  0.001
43 O -14.73 4.80 14.40  0.014
44 N -12.70 4.73 15.41  0.001
45 N -12.75 5.38 13.36  0.000
46 H -11.71 4.93 15.31  0.000
47 H -13.15 4.44 16.26  0.002
48 H -11.79 5.53 13.63  0.000
49 H -13.23 5.42 12.47  0.000

Values from the calculation:
2S+1   2
E_tot   -106819.4488 eV
<S²>   0.75
Highest occupied orbital energy (alpha / beta)   -9.32 / -9.20 eV
Gap between HOMO and LUMO (alpha / beta)   9.37 / 3.92 eV

Record 2
Below is a molecular structure, C32H31I2N5O2RhS4Si at a distorted geometry, with properties calculated with ωB97M-V/def2-TZVPD.

Last column: Löwdin spin population.
Atoms and positions in Å:
1 Rh -0.38 -0.52 -0.42  1.535
2 N 2.87 -1.65 2.13  0.008
3 C 1.79 -1.13 1.51  0.026
4 S 0.99 -2.16 0.36  0.225
5 N 1.37 0.06 1.80  0.043
6 N 0.30 0.52 1.13  0.024
7 C -0.12 1.70 1.48  0.033
8 C -1.22 2.42 0.93  0.025
9 C -1.56 3.65 1.51  0.004
10 C -2.57 4.43 1.02  0.021
11 C -3.29 4.00 -0.10  0.013
12 C -2.99 2.80 -0.70  0.013
13 C -1.96 1.96 -0.21  0.019
14 O -1.74 0.86 -0.82  0.086
15 H 3.28 -2.48 1.73  0.001
16 H 3.48 -1.02 2.63  0.000
17 H 0.44 2.19 2.28  0.000
18 H -0.99 3.98 2.37  0.000
19 H -2.81 5.37 1.48  0.001
20 H -4.09 4.62 -0.49  0.000
21 H -3.53 2.46 -1.57  0.000
22 C 0.11 1.52 -4.25  0.001
23 C 1.07 2.53 -3.62  0.001
24 C 1.75 3.33 -4.72  0.000
25 C 0.33 3.46 -2.67  0.000
26 Si 2.27 1.47 -2.47  0.011
27 O 1.39 0.75 -1.42  0.112
28 C 3.34 0.21 -3.43  0.001
29 C 3.94 0.38 -4.67  0.000
30 C 4.71 -0.62 -5.24  0.000
31 C 4.92 -1.81 -4.56  0.000
32 C 4.35 -1.98 -3.31  0.000
33 C 3.57 -0.99 -2.76  0.002
34 C 3.52 2.67 -1.66  0.003
35 C 4.38 3.50 -2.38  0.001
36 C 5.29 4.31 -1.74  0.000
37 C 5.39 4.30 -0.36  0.000
38 C 4.57 3.45 0.37  0.000
39 C 3.64 2.66 -0.27  0.000
40 H -0.67 2.03 -4.81  0.000
41 H -0.37 0.93 -3.47  0.001
42 H 0.64 0.84 -4.91  0.000
43 H 1.00 3.85 -5.31  0.000
44 H 2.31 2.68 -5.40  0.000
45 H 2.43 4.08 -4.30  0.000
46 H -0.40 4.07 -3.20  0.000
47 H 1.03 4.12 -2.16  0.000
48 H -0.19 2.89 -1.91  0.000
49 H 3.81 1.30 -5.22  0.000
50 H 5.16 -0.47 -6.22  0.000
51 H 5.52 -2.59 -5.00  0.000
52 H 4.51 -2.90 -2.77  0.000
53 H 3.10 -1.12 -1.80  0.002
54 H 4.34 3.50 -3.46  0.000
55 H 5.93 4.96 -2.32  0.000
56 H 6.10 4.94 0.15  0.000
57 H 4.65 3.41 1.45  0.000
58 H 2.99 2.01 0.29  0.000
59 I -1.03 -2.00 -2.46  0.627
60 I -3.18 -0.70 -4.56  0.772
61 S -4.81 -5.99 -0.68  0.026
62 C -4.14 -4.80 0.24  0.006
63 S -3.73 -3.23 -0.42  0.015
64 C -3.05 -2.79 1.17  0.016
65 N -3.17 -3.75 2.03  0.069
66 N -3.77 -4.85 1.55  0.011
67 C -3.93 -5.92 2.44  0.000
68 C -3.05 -5.98 3.53  0.001
69 C -3.17 -7.01 4.45  0.000
70 C -4.15 -7.97 4.29  0.001
71 C -5.03 -7.89 3.23  0.000
72 C -4.93 -6.87 2.31  0.001
73 S -2.43 -1.26 1.49  0.245
74 H -2.30 -5.22 3.63  0.000
75 H -2.49 -7.05 5.29  0.000
76 H -4.23 -8.78 5.01  0.000
77 H -5.82 -8.63 3.13  0.000
78 H -5.63 -6.80 1.49  0.000

Values from the calculation:
2S+1   5
Total charge   -1
E_tot   -115663.3212 eV
<S²>   6.03
Highest occupied orbital energy (alpha / beta)   -5.30 / -5.10 eV
Relative energy (zero: lowest compared OMol25 entry of this formula, charge and spin)   53.1 kcal per mole
Gap between HOMO and LUMO (alpha / beta)   6.85 / 3.59 eV

Record 3
Below is 7 unconnected molecules or ions with the total composition C18H56N5O6 at a distorted geometry, with properties calculated with ωB97M-V/def2-TZVPD.

Last column: Mulliken charge in e.
Atoms and positions in Å:
1 N 0.15 0.37 0.52  0.074
2 H -0.24 0.27 1.59  0.235
3 H 0.76 1.05 0.35  0.327
4 H -0.69 0.53 -0.16  -0.093
5 H 0.57 -0.56 0.32  0.164
6 C -2.47 3.08 0.64  -1.460
7 C -2.71 2.61 -0.84  0.518
8 C -3.21 3.64 -1.74  -1.069
9 O -3.62 3.11 -3.02  -0.361
10 C -4.60 3.93 -3.76  -0.957
11 N -1.54 2.22 -1.51  -0.424
12 H -3.40 3.44 1.10  0.403
13 H -1.72 3.69 0.83  0.505
14 H -2.33 2.09 1.31  0.041
15 H -3.46 1.89 -0.82  0.273
16 H -2.74 4.61 -1.80  0.449
17 H -4.21 3.95 -1.38  0.482
18 H -4.11 4.78 -3.99  0.387
19 H -5.47 3.96 -3.28  0.404
20 H -4.82 3.36 -4.67  0.261
21 H -0.89 2.99 -1.51  0.263
22 H -1.98 2.04 -2.46  0.339
23 C -0.67 -3.39 -1.64  -1.425
24 C -0.96 -2.42 -2.74  0.394
25 C -2.49 -2.35 -3.19  -1.048
26 O -2.85 -3.67 -3.65  -0.351
27 C -4.15 -4.15 -3.41  -0.654
28 N -0.57 -1.11 -2.44  -0.404
29 H -1.34 -3.15 -0.88  0.122
30 H 0.24 -3.35 -1.24  0.540
31 H -1.00 -4.50 -1.80  0.280
32 H -0.46 -2.79 -3.56  0.398
33 H -2.68 -1.69 -3.90  0.643
34 H -3.03 -1.84 -2.38  0.342
35 H -4.33 -5.11 -3.89  0.260
36 H -4.93 -3.46 -3.71  0.312
37 H -4.35 -4.13 -2.22  0.199
38 H -0.93 -0.35 -3.11  0.239
39 H 0.55 -1.08 -2.84  0.213
40 C -0.70 1.44 5.10  -1.297
41 C 0.40 0.42 4.80  0.255
42 C 0.02 -1.07 4.84  -1.195
43 O 1.12 -1.85 4.44  -0.296
44 C 0.78 -3.24 4.33  -0.728
45 N 1.01 0.69 3.58  -0.322
46 H -1.14 1.00 5.97  0.400
47 H -1.42 1.42 4.24  0.188
48 H -0.38 2.50 5.16  0.354
49 H 1.18 0.37 5.68  0.258
50 H -0.90 -1.08 4.14  0.125
51 H -0.44 -1.30 5.64  1.055
52 H 0.30 -3.62 3.42  0.241
53 H 0.14 -3.75 5.14  0.324
54 H 1.87 -3.69 4.32  0.233
55 H 1.36 -0.07 3.48  0.299
56 H 1.59 1.52 3.66  0.238
57 C 4.05 2.46 -0.60  -1.133
58 C 3.76 1.66 -1.87  -0.160
59 C 5.02 0.90 -2.12  -0.743
60 O 5.19 -0.09 -1.16  -0.342
61 C 6.51 -0.33 -0.84  -1.068
62 N 2.69 0.80 -1.63  -0.412
63 H 3.10 2.80 -0.01  0.181
64 H 4.58 3.30 -0.71  0.502
65 H 4.45 1.63 0.16  0.075
66 H 3.64 2.23 -2.64  0.739
67 H 5.82 1.66 -2.31  0.416
68 H 4.97 0.29 -3.14  0.283
69 H 6.54 -1.22 -0.24  0.284
70 H 6.98 0.66 -0.34  0.307
71 H 6.95 -0.69 -1.60  0.558
72 H 3.22 -0.06 -1.16  0.303
73 H 2.29 0.56 -2.58  0.190
74 C -3.13 -1.16 0.72  -0.633
75 O -2.10 -1.63 1.33  -0.426
76 H -3.48 -0.27 1.16  0.282
77 H -3.91 -1.77 0.71  0.700
78 H -2.89 -0.84 -0.45  -0.222
79 H -2.34 -2.47 1.63  0.287
80 C 3.43 -0.79 1.80  -0.202
81 O 2.47 -1.71 1.46  -0.306
82 H 4.00 -0.96 2.92  0.256
83 H 3.08 0.26 1.98  0.116
84 H 4.21 -0.80 1.10  0.028
85 H 2.73 -2.60 1.35  0.188

Values from the calculation:
Total charge   +1
E_tot   -39291.2395 eV
Highest occupied orbital energy   -11.62 eV
Relative energy (zero: lowest compared OMol25 entry of this formula, charge and spin)   20.9 kcal per mole
Gap between HOMO and LUMO   9.79 eV

Record 4
Below is C3HN3S in the gas phase at a distorted geometry, with properties calculated with ωB97M-V/def2-TZVPD.

Last column: natural (NBO) charge in e.
Atoms and positions in Å:
1 N -2.30 -1.84 -1.61  -0.306
2 C -1.43 -1.30 -1.14  0.264
3 C -0.24 -0.33 -0.41  -0.066
4 N 1.06 -0.42 -0.55  -0.230
5 N 1.71 0.38 0.25  -0.210
6 C 0.88 1.08 0.94  -0.154
7 S -0.82 0.74 0.74  0.476
8 H 1.14 1.70 1.77  0.226

Values from the calculation:
E_tot   -18429.9704 eV
Highest occupied orbital energy   -10.96 eV
SMILES   N#Cc1nncs1
Relative energy (zero: lowest compared OMol25 entry of this formula, charge and spin)   0.0 kcal per mole
Gap between HOMO and LUMO   10.59 eV

Record 5
Below is C6H8N2O4 in the gas phase at a distorted geometry, with properties calculated with ωB97M-V/def2-TZVPD.

Last column: natural (NBO) charge in e.
Atoms and positions in Å:
1 H 0.55 0.53 1.46  0.370
2 N 1.41 0.29 1.07  -0.768
3 C 1.45 0.22 -0.17  0.795
4 O 2.53 0.09 -0.87  -0.471
5 C 3.67 -0.21 -0.14  -0.274
6 O 0.38 0.00 -1.00  -0.329
7 N -0.92 0.04 -0.43  -0.115
8 C -1.66 1.16 -0.14  0.385
9 O -1.18 2.45 -0.09  -0.649
10 C -2.92 0.76 0.18  -0.348
11 C -2.95 -0.65 0.20  -0.377
12 C -1.70 -1.10 -0.20  0.413
13 O -1.07 -2.31 -0.22  -0.663
14 H 4.50 -0.46 -0.81  0.197
15 H 3.56 -0.94 0.69  0.210
16 H 4.21 0.63 0.29  0.188
17 H -0.52 2.48 -0.82  0.480
18 H -3.83 1.27 0.50  0.236
19 H -3.77 -1.25 0.22  0.217
20 H -1.74 -2.99 0.26  0.501

Values from the calculation:
E_tot   -17517.7035 eV
Highest occupied orbital energy   -7.65 eV
SMILES   [H]/N=C(/OC)On1c(O)ccc1O
Relative energy (zero: lowest compared OMol25 entry of this formula, charge and spin)   131.9 kcal per mole
Gap between HOMO and LUMO   8.18 eV

Record 6
Below is C5H6F2 in the gas phase at a distorted geometry, with properties calculated with ωB97M-V/def2-TZVPD.

Last column: natural (NBO) charge in e.
Atoms and positions in Å:
1 C 0.81 0.22 0.70  0.193
2 C 1.86 -0.33 1.04  -0.516
3 C -0.48 0.42 0.11  -0.413
4 C -1.42 -1.00 0.24  0.662
5 C -0.61 0.90 -1.35  -0.598
6 F -1.46 -1.30 1.57  -0.363
7 F -0.78 -2.04 -0.25  -0.341
8 H 1.99 -1.43 1.27  0.224
9 H 2.85 0.05 1.33  0.240
10 H -0.89 1.28 0.62  0.253
11 H -1.43 1.56 -1.55  0.221
12 H -0.68 0.07 -2.07  0.220
13 H 0.26 1.58 -1.65  0.217

Values from the calculation:
E_tot   -10711.7533 eV
Highest occupied orbital energy (alpha / beta)   -9.16 / -8.05 eV
Relative energy (zero: lowest compared OMol25 entry of this formula, charge and spin)   95.4 kcal per mole
Gap between HOMO and LUMO (alpha / beta)   9.06 / 7.52 eV